[1]
Density functional theory data (ωB97M-V/def2-TZVPD) for 2 unconnected molecules or ions with the total composition C4H13NO2S at a distorted geometry.

Element x y z (Å)
O -0.244 2.042 1.153
H -1.219 1.580 -0.534
H 2.017 -0.095 -1.797
C 1.265 0.609 -1.510
N 0.407 -1.216 0.102
H 1.494 0.519 0.552
H -1.397 0.483 0.736
S 2.032 2.224 -1.333
H 0.303 -2.024 -1.894
C -0.602 1.012 0.216
C -0.303 -1.997 -0.910
H -1.533 -1.282 2.182
C 0.617 0.175 -0.158
H 0.446 0.783 -2.309
H 1.618 2.600 -0.072
H 1.064 -1.779 0.617
H -1.297 -1.575 -0.954
H -2.238 0.019 2.517
H -0.571 -2.980 -0.510
H 0.553 1.797 1.627
O -2.413 -0.896 2.277

## Properties
multiplicity: 1

[2]
Density functional theory data (ωB97M-V/def2-TZVPD) for a molecular structure, C21H36GeN4O3PtSSi2 at a distorted geometry.

Element x y z (Å)
H -0.206 5.535 0.041
H -0.930 -2.549 4.151
C 1.173 -0.436 5.334
C 0.339 0.023 2.396
H 2.142 -1.801 -0.689
H -1.630 2.613 0.136
C 0.221 -1.713 -7.257
H 0.432 4.032 3.904
H -2.124 2.912 1.816
H 1.219 2.470 3.664
H -0.478 1.566 -2.073
S 1.186 -0.752 -8.474
N 0.015 -1.198 -6.040
H -0.411 2.141 5.110
C 1.682 2.795 0.207
H 0.034 0.548 -4.310
H 3.390 -1.170 2.544
H 0.808 -0.400 6.369
N -4.596 -0.226 1.974
Ge 0.328 3.435 1.439
H -2.512 -1.774 -0.855
C 1.783 -0.894 -0.187
C 0.093 5.346 1.076
C -0.956 -3.586 -6.814
H 0.470 -3.549 0.623
C -1.931 -1.291 -1.636
H 0.995 0.895 2.325
C 1.083 3.459 3.238
H 1.414 3.041 -0.824
O 2.244 -1.672 -8.834
C -1.338 2.488 1.188
H -0.140 -3.331 2.274
C -0.530 0.007 -3.560
H -2.276 -1.490 3.682
C -0.819 0.564 -2.319
H -2.037 -2.947 -2.977
C -0.713 -1.905 -5.186
H 2.462 -2.448 3.343
H -1.780 -1.594 5.379
H 2.632 -0.207 -0.104
C 0.018 -2.830 1.316
H -1.338 -4.547 -7.151
H 1.031 -0.427 -0.828
H -1.796 1.776 4.056
H 1.037 5.865 1.266
C -0.971 -1.276 -3.832
H -0.969 -2.553 0.924
Si -0.248 -0.149 4.122
O 1.613 0.422 -7.754
H 1.942 0.338 5.217
C -1.117 1.363 4.806
N -1.511 -0.062 -1.368
H 2.651 3.250 0.431
H 3.179 -2.742 1.748
C 2.682 -1.990 2.375
H 2.057 3.959 3.191
H 1.772 1.714 0.287
C -3.514 0.137 1.741
C -1.675 -1.937 -2.840
H -1.815 -3.737 -4.850
O 0.207 -0.513 -9.514
H -1.707 1.077 5.686
N -0.248 -2.894 -7.688
Si 1.138 -1.343 1.506
Pt -1.503 0.526 1.349
H 1.654 -1.406 5.179
C -1.226 -3.139 -5.530
H -0.670 5.765 1.739
C -1.411 -1.587 4.346

## Properties
multiplicity: 1
charge: -2

[3]
Density functional theory data (ωB97M-V/def2-TZVPD) for a molecular structure, C12H36O10PRb4 at a distorted geometry.

Element x y z (Å)
H 5.643 7.406 1.547
H 2.759 6.518 -2.866
H -0.491 10.349 1.927
H 5.836 5.995 4.663
H -0.091 9.801 0.281
C 1.294 5.686 -1.486
H 1.200 10.348 1.286
H 7.679 5.436 5.933
Rb 2.662 7.452 5.147
H 0.429 5.985 -0.886
H 1.213 2.006 3.754
H 0.738 -1.416 1.601
H 8.007 3.919 5.146
H -0.475 4.155 0.464
H 4.407 4.421 4.043
H -2.736 3.149 -0.186
H 4.690 9.739 2.240
Rb 1.719 3.364 6.238
H 0.317 7.454 3.502
O 0.275 8.403 3.242
H 5.308 9.649 0.581
C 4.611 7.724 1.379
Rb 3.927 3.164 1.834
H 1.195 7.239 -2.925
O 2.183 4.902 -0.688
O 2.076 5.442 1.894
O -1.441 3.203 2.001
H -2.438 4.804 -0.776
H 2.281 7.618 -1.550
O 1.337 1.032 3.868
O 0.759 5.886 3.976
H 6.890 5.181 3.439
C 0.242 9.826 1.322
H 0.417 1.105 2.080
O 5.327 4.030 4.019
H 1.455 8.049 1.565
C 1.224 0.522 2.533
C 0.452 8.399 1.828
H 0.878 5.009 -2.247
H 3.215 6.606 2.258
P 1.613 4.834 3.208
O 0.948 3.437 3.224
C 1.934 6.836 -2.228
H 1.962 5.122 0.240
C 0.904 -0.954 2.569
H 2.139 0.761 1.973
O 3.839 7.323 2.526
H 6.644 4.040 6.230
C -1.383 4.278 1.065
H -1.353 5.257 1.558
H 4.149 7.252 0.512
H -3.487 4.607 0.504
C -2.555 4.177 0.115
C 6.270 5.053 4.327
Rb -1.454 4.577 5.078
H 0.021 -1.052 3.203
H 1.703 -1.497 3.079
C 4.578 9.234 1.279
O 2.879 4.654 4.093
H -0.557 3.182 2.424
C 7.195 4.578 5.456
H 3.601 9.582 0.925
H -0.201 7.704 1.286

## Properties
multiplicity: 1
charge: +1

[4]
Density functional theory data (ωB97M-V/def2-TZVPD) for 4 unconnected molecules or ions with the total composition C2H13NO3S at a distorted geometry.

Element x y z (Å)
H 3.780 -0.900 2.579
O -5.460 -1.576 -3.172
H 0.720 -0.025 3.248
H -6.252 -1.168 -2.808
N 2.089 -0.401 1.673
H -0.464 3.200 -6.059
O 4.420 -1.517 2.978
H 0.193 1.822 -6.182
H -5.268 -1.065 -3.966
H -0.360 0.532 0.423
S -1.889 0.653 2.251
H -2.069 -0.494 2.902
H 5.133 -0.988 3.343
H -0.540 -1.014 1.157
O 0.295 2.743 -6.450
H 2.228 -0.044 0.724
H 1.076 1.330 2.264
H 1.863 -1.370 1.496
C 0.877 0.249 2.210
C -0.374 0.034 1.391

## Properties
multiplicity: 1

[5]
Density functional theory data (ωB97M-V/def2-TZVPD) for 11 unconnected molecules or ions with the total composition C6H30O10 at a distorted geometry.

Element x y z (Å)
C 0.333 -3.012 -0.377
C 0.330 -4.123 -1.368
H -0.986 -1.780 -1.417
O -3.616 0.338 0.473
H 1.191 -2.652 1.683
H 0.561 -2.282 -3.059
O 1.255 -1.932 -3.623
H -4.543 0.382 0.209
O -1.002 2.764 2.868
O 2.641 2.103 1.811
C 1.129 -3.353 0.848
H 0.695 2.628 -1.364
H 0.138 -3.862 -2.417
H 1.968 2.676 2.199
H 2.154 -3.599 0.520
H -1.681 3.387 3.137
H -2.819 -0.066 3.178
H -0.410 -4.901 -1.115
H 0.080 3.951 -1.866
H 4.020 -0.479 -0.262
C -0.334 -1.815 -0.542
H -3.118 -1.058 -1.106
O -2.414 0.600 3.758
H 3.452 0.477 0.801
H -0.702 1.332 0.854
H 1.111 -1.024 -3.898
H 0.254 3.694 0.401
H 0.767 -4.265 1.357
H -3.148 1.057 0.011
H -0.129 5.173 0.951
C -0.427 -0.749 0.391
O 3.855 0.450 -0.082
O 1.794 1.513 -2.157
O 0.350 4.357 1.126
O -0.068 3.236 -1.246
C -0.785 0.555 0.106
H 1.306 -4.629 -1.436
H -1.840 1.104 3.158
H 3.437 2.422 2.254
H 1.181 0.781 -2.292
O -3.287 -1.459 -1.974
H -0.232 -0.955 1.435
H -1.124 0.849 -0.887
H -0.330 3.301 2.399
H -3.549 -2.372 -1.823
H 2.544 1.238 -1.616

## Properties
multiplicity: 2
<S²>: 0.77
charge: -1

[6]
Density functional theory data (ωB97M-V/def2-TZVPD) for 2 unconnected molecules or ions with the total composition C10H16O at a distorted geometry.

Element x y z (Å)
O -2.617 0.110 -1.735
C 1.568 -1.650 -0.834
H -0.228 1.202 -2.190
H 0.152 -1.063 0.753
C 0.750 -2.459 -1.839
H 0.916 3.378 2.091
H 1.443 1.646 2.410
C -0.541 1.204 -1.152
C -0.281 1.791 1.173
C 0.967 -1.764 0.588
H 1.754 -1.502 1.295
H 1.238 2.056 -0.255
H 2.575 -2.057 -0.739
H 0.504 -3.448 -1.482
H -3.154 0.051 0.636
C -1.485 1.162 1.511
H 0.070 2.413 3.220
H -1.846 1.292 2.504
H 1.634 -0.603 -1.128
H -2.226 0.194 -2.607
C 0.615 2.341 2.273
C -1.749 0.638 -0.800
H -0.139 -1.863 -2.093
C 0.200 1.787 -0.125
H 1.272 -2.580 -2.795
H 0.803 -2.811 0.805
C -2.197 0.536 0.514

## Properties
multiplicity: 1

[7]
Density functional theory data (ωB97M-V/def2-TZVPD) for 2 unconnected molecules or ions with the total composition C5H14N at a distorted geometry.

Element x y z (Å)
H 0.052 0.812 -5.557
H 2.307 -0.809 -6.357
C 3.599 -0.734 -4.584
H 4.502 -0.299 -5.018
H 0.834 2.805 -3.402
C 2.366 -0.333 -5.375
H 0.464 2.493 -5.794
C 2.191 1.204 -5.437
N 1.054 0.840 -2.966
C 0.719 1.611 -5.209
H 3.732 -1.812 -4.556
H 0.707 0.865 -1.986
H 2.735 1.595 -4.565
H -16.060 -6.106 41.716
H -0.678 1.871 -3.577
H 3.493 -0.332 -3.573
H 2.575 1.610 -6.370
C 0.422 1.809 -3.708
H -16.492 -6.360 41.147
H 1.478 -0.729 -4.829

## Properties
multiplicity: 1
charge: +1

[8]
Density functional theory data (ωB97M-V/def2-TZVPD) for 3 unconnected molecules or ions with the total composition CH6NO4 at a distorted geometry.

Element x y z (Å)
H 0.592 1.107 -2.049
N 0.972 0.163 -1.955
O 1.432 -0.678 2.581
O 0.950 -1.284 -0.139
H 1.436 -1.031 1.677
O -0.294 0.538 -0.140
H 0.476 -0.645 2.700
O -3.276 1.210 -0.169
H -2.595 1.495 -0.807
C 0.575 -0.242 -0.629
H 1.990 0.206 -2.000
H -2.643 0.752 0.391

## Properties
multiplicity: 2
<S²>: 0.76

[9]
Density functional theory data (ωB97M-V/def2-TZVPD) for a molecular structure, C3H2S5 at a distorted geometry.

Element x y z (Å)
H -0.611 0.732 -1.888
S -0.845 3.855 2.764
H 1.094 -0.278 0.095
S 1.453 2.166 -0.216
C 0.699 3.168 1.053
S -1.088 0.508 -0.683
C -0.056 2.518 1.944
C 0.591 0.681 0.255
S 0.058 4.790 1.060
S -0.004 0.716 2.000

## Properties
multiplicity: 1

[10]
Density functional theory data (ωB97M-V/def2-TZVPD) for a molecular structure, C37H37NO6Rb at a distorted geometry.

Element x y z (Å)
O -1.373 -2.848 -0.216
O 0.571 -2.219 -2.307
H -6.843 2.580 3.401
C -5.089 1.424 2.955
H 4.141 3.387 1.116
H -1.013 3.195 -0.818
H -1.446 -2.458 1.755
H -5.201 0.786 3.827
H -3.943 -3.468 5.239
O 2.140 0.913 -0.801
C -3.482 -1.760 4.013
H 0.932 -4.253 -2.207
H -1.274 -0.019 3.745
H -5.142 -4.668 3.440
C -4.040 -3.018 4.258
H -1.515 -3.574 -2.092
H -6.608 4.036 1.409
H 6.298 3.736 0.002
H -3.075 1.831 0.297
H -4.286 -1.411 0.767
C -1.484 4.432 3.143
O -2.111 -0.031 1.278
H 2.265 3.968 1.859
H -4.724 3.666 -0.159
H 1.836 -0.836 -3.087
C -5.887 3.249 1.597
H 4.322 3.826 -3.796
C 5.458 3.819 -1.968
C -4.818 -3.099 1.992
C 2.991 3.449 -0.693
H 2.154 3.487 -2.660
C 1.662 3.137 1.486
C 1.178 5.725 -0.404
C 0.338 6.800 -0.663
O 2.431 0.291 0.334
H 0.192 5.334 2.150
C 0.321 3.187 2.193
H 1.169 -3.359 -0.694
H -1.974 5.373 3.364
H -2.675 0.839 4.448
C 0.700 4.419 -0.458
H -0.984 -4.769 -0.888
C -4.831 3.037 0.718
O 1.017 2.088 -0.624
C -1.410 2.041 3.217
C -6.016 2.432 2.716
C -4.019 1.216 2.087
C 4.284 3.745 -2.715
H 2.400 -1.552 -1.572
C -1.477 5.281 -1.048
H -2.955 -1.258 4.814
C 1.602 3.242 -0.071
C -1.047 -3.235 1.104
H -3.015 3.208 4.033
H 2.477 -2.500 -3.088
H -1.655 7.419 -1.184
H -1.507 -4.199 1.354
C 3.069 3.561 -2.082
C -0.634 4.208 -0.788
H 2.220 5.904 -0.162
N -0.230 2.028 2.578
C 1.896 -1.762 -2.520
C 0.539 -3.431 -1.590
H -5.331 -3.621 1.191
C -2.060 3.234 3.523
H 2.155 2.194 1.717
C -4.711 -3.691 3.252
C -0.279 4.413 2.467
C -3.909 2.024 0.963
C -0.997 6.582 -0.984
H 0.038 -3.314 1.252
H -2.518 5.097 -1.291
C -3.578 -1.163 2.762
C 4.163 3.513 0.042
C 5.392 3.698 -0.591
C -2.901 0.171 2.347
C -2.052 0.723 3.556
H 6.414 3.961 -2.459
Rb 0.021 0.031 0.277
C -4.254 -1.858 1.754
C -0.892 -3.722 -1.208
H 0.728 7.810 -0.617

## Properties
multiplicity: 1
charge: -1

[11]
Density functional theory data (ωB97M-V/def2-TZVPD) for C7H12 in the gas phase.

Element x y z (Å)
C -0.841 -0.106 -0.422
H -0.918 1.452 -2.008
H 0.808 -1.487 -0.535
C -1.993 -0.399 -1.331
H 2.115 -1.358 1.545
C -0.556 -0.014 1.085
H 2.454 0.200 2.326
C 0.621 -0.409 -0.650
H 1.053 1.381 0.553
H -1.240 0.646 1.643
C -1.484 1.015 -1.187
H -2.116 1.722 -0.651
H -1.765 -0.921 -2.261
C 2.182 -0.274 1.377
H 3.041 -0.131 0.703
H 1.100 -0.047 -1.562
H -2.974 -0.623 -0.921
C 0.937 0.304 0.683
H -0.425 -0.952 1.613

## Properties
multiplicity: 1

[12]
Density functional theory data (ωB97M-V/def2-TZVPD) for a molecular structure, C5H5NO2 at a distorted geometry.

Element x y z (Å)
N 2.586 -0.752 0.037
H -0.420 2.770 -0.210
C -2.078 -0.256 0.027
H -2.183 -0.142 1.262
H 2.809 -1.535 -0.743
C 1.136 -0.161 -0.134
H 2.446 -1.425 0.897
C -0.137 1.667 0.028
O 1.116 1.277 -0.168
C -0.148 -0.418 -0.012
H -3.081 -0.278 -0.714
C -0.921 0.677 -0.062
O -1.125 -1.425 -0.207

## Properties
multiplicity: 1

So what do the calculations give for relative energy (zero: lowest compared OMol25 entry of this formula, charge and spin)? Going down the list: 41.5, 25.3, 0.0, 8.7, 0.0, 22.8, 146.1, 9.7, 2.0, 0.0, 36.2, 148.4 kcal per mole.
So what do the calculations give for E_tot? Going down the list: -20777.4208, -120820.1556, -45415.1475, -20752.4680, -27182.7066, -12676.7362, -6889.5245, -10812.4498, -57317.7173, -53396.0606, -7451.8605, -10844.8779 eV.